Density functional theory data (wB97M-V/def2-TZVPD) for a structure of composition C45H36N8O2P2PbS3Se2.

Positions of all 99 atoms, in Å:
C1 -2.2217 0.9020 4.5790
H1 -2.6205 1.5051 0.5798
H2 -2.6705 -2.1688 2.4343
C2 2.6265 3.9025 -2.9867
C3 3.1612 -5.8288 2.5674
C4 0.7083 3.4649 -1.6087
H3 -0.1202 0.8922 -4.2353
N1 1.9527 -3.1251 0.2199
C5 -6.1376 2.8497 -1.5327
C6 -1.2619 4.6017 0.8855
Se1 -3.7675 -0.2968 -4.2141
H4 1.5228 -8.7167 3.2635
C7 4.6822 -7.4839 3.4333
H5 -1.0295 -2.4937 0.7007
C8 3.6266 -8.3919 3.5285
N2 4.0707 -10.7916 4.3687
P1 -2.7819 1.2157 -3.1678
H6 -3.1062 1.0368 5.1939
C9 0.0481 2.3040 -5.8448
Pb1 1.4654 -0.8039 1.1978
C10 -1.3830 -0.7753 3.1802
H7 -0.0721 3.7929 -7.3826
H8 -2.1516 6.2362 1.9434
N3 -0.9423 -1.2525 -0.9389
H9 -0.8780 4.9129 -1.7247
H10 3.1897 -1.7211 5.7974
H11 2.6686 -6.3863 -0.0713
Se2 1.4811 2.2189 1.2460
C11 2.0076 5.0437 -3.4763
C12 -1.7873 3.8370 -6.0999
C13 4.4415 -6.2049 2.9688
H12 -2.0863 1.7578 3.9182
C14 0.7409 5.3947 -3.0371
C15 -4.4486 4.5612 -1.4908
H13 3.6234 3.6418 -3.3179
H14 -4.1402 5.5731 -1.2594
H15 1.0025 1.9215 -6.1821
C16 -3.5021 3.1439 1.6478
C17 1.6184 -3.4172 -1.0113
C18 -2.5194 2.5429 0.8765
C19 0.0893 4.6097 -2.0992
C20 -2.4220 3.2602 -5.0116
H16 -4.1368 4.9344 2.6368
N4 -0.2407 -0.2662 -0.4064
H17 2.4777 2.2406 -1.6407
H18 4.3948 -0.4587 3.7223
N5 -0.7449 -2.5020 1.6813
N6 -1.7003 -1.9077 2.5011
C21 3.8708 -9.7221 3.9981
N7 -1.7909 -0.7956 -1.8044
C22 -1.6556 0.5442 -1.8985
H19 -1.3339 0.7837 5.1955
C23 -3.9256 2.3703 -2.3400
C24 2.9315 -4.4629 2.0434
C25 2.3494 -5.3664 -0.2155
C26 2.9235 -3.3466 4.3077
N8 3.8377 -2.1841 2.6173
H20 2.5195 5.6687 -4.1971
C27 3.2353 -3.3917 2.9566
S1 6.1447 -1.5624 -0.9218
C28 -2.2544 5.2020 1.6417
H21 1.1927 -2.6682 -1.6642
C29 2.1112 -6.7378 2.6738
O1 -2.4588 -0.2895 3.8156
H22 -0.3649 5.1494 0.6230
H23 -5.5247 0.9495 -2.3413
C30 -1.8090 2.2151 -4.3253
H24 1.1139 -6.4354 2.3811
H25 -4.3728 2.5754 1.9488
C31 1.9803 3.1102 -2.0546
S2 5.0922 -2.0686 1.2834
H26 0.2616 6.2883 -3.4151
H27 -6.4708 4.8561 -0.8480
H28 1.6526 -5.2610 -2.2899
P2 0.0093 2.4408 -0.2869
C32 -0.6447 0.9033 -0.9734
C33 3.9156 -1.4246 3.7468
C34 4.6717 -1.2553 -0.2171
C35 -3.3718 4.4711 2.0268
C36 1.8483 -4.7959 -1.3375
H29 -3.4044 3.5980 -4.7076
H30 5.6800 -7.7879 3.7170
C37 2.4470 -4.3152 0.7763
H31 2.4191 -4.1254 4.8584
H32 5.2513 -5.4901 2.8938
C38 -3.5377 3.6716 -2.0367
C39 2.3360 -8.0107 3.1662
C40 -1.4024 3.2733 0.4866
C41 -5.7516 4.1515 -1.2467
C42 -0.5573 3.3545 -6.5193
H33 -0.5324 -3.4430 1.9887
S3 3.3425 -0.4324 -0.8089
C43 -0.5732 1.7334 -4.7470
H34 -2.5295 3.9902 -2.2550
C44 3.3264 -2.0913 4.7949
C45 -5.2285 1.9590 -2.0846
O2 -0.2756 -0.2760 3.2385
H35 -7.1534 2.5278 -1.3423
H36 -2.2673 4.6482 -6.6327

Computed properties:
- DFT total energy (eV) = -250289.0022
- lowest unoccupied orbital energy (eV) = -1.25
- energy above the lowest of the compared OMol25 structures with the same formula, charge and spin (kJ/mol) = 0.0
- orbital gap (Eh) = 0.2365